(1)
Entry from the OMol25 dataset: a molecular structure, C24H42NP3SV in a non-equilibrium geometry (ωB97M-V/def2-TZVPD).

XYZ file:
```
72
C24H42NP3SV ωB97M-V/def2-TZVPD
V -0.382 0.498 -0.398
P 0.976 1.945 -1.765
P -0.413 1.932 1.544
P -0.391 -1.593 -1.640
H -1.810 -1.676 3.952
C -1.200 -2.112 3.145
C 0.114 -2.685 3.457
H 0.687 -2.238 4.264
C 0.290 3.371 -2.695
C 2.420 2.773 -1.015
C 1.808 1.053 -3.127
C -1.471 1.487 2.963
C 1.184 2.222 2.405
C -0.975 3.608 1.094
C -1.483 -2.826 -0.861
C 1.156 -2.563 -1.773
C -0.995 -1.537 -3.356
H -1.814 -2.803 2.538
H 0.408 -3.633 3.014
H 1.149 3.924 -3.105
H -0.290 4.040 -2.047
H -0.338 3.022 -3.524
H 3.015 3.161 -1.852
H 3.033 2.066 -0.442
H 2.113 3.614 -0.381
H 2.399 1.799 -3.677
H 1.079 0.600 -3.810
H 2.485 0.287 -2.728
H -1.418 2.274 3.728
H -1.131 0.540 3.403
H -2.508 1.372 2.626
H 1.011 2.780 3.336
H 1.878 2.788 1.773
H 1.651 1.261 2.655
H -1.160 4.176 2.015
H -1.901 3.541 0.511
H -0.220 4.126 0.489
H -1.453 -3.747 -1.461
H -2.510 -2.445 -0.815
H -1.131 -3.035 0.158
H 0.924 -3.547 -2.202
H 1.605 -2.706 -0.782
H 1.882 -2.052 -2.416
H -1.430 -2.514 -3.603
H -0.166 -1.318 -4.039
H -1.759 -0.759 -3.460
C -3.784 0.572 -1.596
C -4.621 0.927 -2.683
C -5.871 0.336 -2.849
C -6.330 -0.589 -1.903
C -5.512 -0.946 -0.826
C -4.259 -0.348 -0.638
S -2.178 1.321 -1.588
H -0.916 -1.263 2.468
H -4.250 1.672 -3.386
H -6.480 0.604 -3.713
H -7.325 -1.025 -2.006
H -5.860 -1.688 -0.107
H -3.662 -0.567 0.252
N 1.320 -0.236 0.308
C 2.330 -0.590 0.786
C 3.477 -1.020 1.462
C 4.606 -0.177 1.588
C 5.704 -0.606 2.328
C 5.702 -1.870 2.925
C 4.595 -2.714 2.782
C 3.484 -2.299 2.054
H 4.584 0.801 1.105
H 6.565 0.054 2.437
H 6.572 -2.186 3.501
H 4.592 -3.700 3.244
H 2.600 -2.935 1.957
```

Results
- Energy above the lowest of the compared OMol25 structures with the same formula, charge and spin: 0.0 kJ/mol
- Charge: +3
- Spin multiplicity: 3
- Frontier orbital gap (alpha / beta): 3.270 / 3.289 eV

Quick look at the Mulliken charges, all values in e:
1 V -0.285
2 P 1.111
3 P 0.962
4 P 1.199
5 H 0.512
6 C -0.414
7 C -0.087
8 H 0.332
9 C -1.329
10 C -1.080
11 C -1.274
12 C -1.272
13 C -1.216
14 C -1.219
15 C -1.278
16 C -1.242
17 C -1.267
18 H 0.397
19 H 0.373
20 H 0.497
21 H 0.352
22 H 0.446
23 H 0.590
24 H -0.006
25 H 0.357
26 H 0.547
27 H 0.239
28 H 0.229
29 H 0.518
30 H 0.225
31 H 0.393
32 H 0.498
33 H 0.288
34 H 0.312
35 H 0.486
36 H 0.391
37 H 0.307
38 H 0.519
39 H 0.314
40 H 0.172
41 H 0.490
42 H 0.242
43 H 0.371
44 H 0.478
45 H 0.429
46 H 0.327
47 C 0.566
48 C -0.487
49 C -0.632
50 C -0.461
51 C -0.540
52 C -0.480
53 S -0.125
54 H -0.172
55 H 0.442
56 H 0.409
57 H 0.410
58 H 0.406
59 H 0.458
60 N 0.247
61 C -0.108
62 C 0.475
63 C -0.366
64 C -0.712
65 C -0.433
66 C -0.945
67 C -0.237
68 H 0.401
69 H 0.446
70 H 0.446
71 H 0.428
72 H 0.632



(2)
Entry from the OMol25 dataset: 7 unconnected molecules or ions with the total composition C24H42O9S3 in a non-equilibrium geometry (ωB97M-V/def2-TZVPD).

XYZ file:
```
78
C24H42O9S3 ωB97M-V/def2-TZVPD
C -3.389 -6.216 -2.616
S -4.571 -4.830 -3.127
O -4.083 -4.459 -4.510
C -6.088 -5.851 -3.286
H -3.610 -7.147 -3.137
H -3.236 -6.289 -1.540
H -2.369 -5.964 -2.909
H -6.033 -6.713 -2.620
H -6.335 -6.063 -4.326
H -6.932 -5.468 -2.713
C 1.253 7.259 -0.666
S 2.119 6.478 0.734
O 3.247 7.494 1.046
C 0.889 6.766 2.017
H 1.678 6.954 -1.622
H 1.241 8.337 -0.827
H 0.241 6.913 -0.878
H -0.083 6.802 1.525
H 1.038 7.711 2.539
H 0.755 6.036 2.815
C 0.425 -3.031 7.237
S 2.249 -3.137 6.837
O 2.545 -1.729 6.375
C 2.988 -3.146 8.542
H -0.197 -2.621 6.441
H 0.468 -2.319 8.061
H -0.063 -3.894 7.689
H 4.038 -2.858 8.493
H 2.888 -4.092 9.073
H 2.543 -2.492 9.293
C -0.447 0.876 0.122
C 0.367 -0.266 0.243
C 0.619 -1.141 -0.803
C 0.012 -0.893 -2.007
C -0.732 0.208 -2.260
C -1.029 1.053 -1.170
H -0.548 1.447 1.033
H 0.795 -0.433 1.220
H 1.212 -2.038 -0.699
H -0.057 -1.650 -2.775
H -1.110 0.587 -3.198
H -1.719 1.868 -1.331
O 10.274 -3.299 2.211
C 9.434 -2.439 1.956
O 9.466 -1.148 2.388
C 8.380 -0.321 1.965
C 7.333 -1.394 1.557
C 8.099 -2.606 1.177
H 8.643 0.378 1.171
H 8.015 0.317 2.770
H 6.717 -1.002 0.748
H 6.522 -1.517 2.274
H 8.273 -2.770 0.113
H 7.520 -3.457 1.533
O 0.609 -1.140 -11.816
C 0.138 -0.878 -10.795
O 0.506 -1.561 -9.710
C -0.415 -1.194 -8.684
C -0.975 0.189 -9.016
C -0.809 0.298 -10.519
H 0.313 -1.076 -7.882
H -1.117 -1.967 -8.374
H -0.382 0.980 -8.558
H -2.052 0.356 -9.005
H -0.336 1.197 -10.915
H -1.814 0.180 -10.925
O -6.017 4.355 7.050
C -6.176 3.818 5.900
O -5.967 2.546 5.651
C -6.006 2.222 4.276
C -5.908 3.552 3.579
C -6.432 4.519 4.627
H -6.795 1.586 3.873
H -5.146 1.566 4.148
H -6.557 3.591 2.705
H -4.887 3.822 3.307
H -7.475 4.762 4.425
H -5.950 5.485 4.477
```

Results
- Energy above the lowest of the compared OMol25 structures with the same formula, charge and spin: 445.7 kJ/mol
- Charge: 0
- Frontier orbital gap: 9.208 eV

Quick look at the Mulliken charges, all values in e:
1 C -0.952
2 S 0.485
3 O -0.609
4 C -0.906
5 H 0.324
6 H 0.342
7 H 0.342
8 H 0.320
9 H 0.299
10 H 0.352
11 C -1.009
12 S 0.499
13 O -0.638
14 C -0.818
15 H 0.343
16 H 0.367
17 H 0.354
18 H 0.256
19 H 0.309
20 H 0.337
21 C -0.874
22 S 0.481
23 O -0.600
24 C -0.952
25 H 0.316
26 H 0.261
27 H 0.356
28 H 0.310
29 H 0.375
30 H 0.325
31 C -0.544
32 C -0.121
33 C -0.497
34 C -0.232
35 C -0.499
36 C -0.244
37 H 0.382
38 H 0.355
39 H 0.364
40 H 0.347
41 H 0.360
42 H 0.333
43 O -0.575
44 C 0.532
45 O -0.362
46 C -0.361
47 C -0.506
48 C -0.372
49 H 0.241
50 H 0.292
51 H 0.306
52 H 0.287
53 H 0.286
54 H 0.233
55 O -0.513
56 C 0.437
57 O -0.351
58 C -0.427
59 C -0.380
60 C -0.345
61 H 0.233
62 H 0.283
63 H 0.265
64 H 0.296
65 H 0.268
66 H 0.235
67 O -0.626
68 C 0.562
69 O -0.327
70 C -0.394
71 C -0.409
72 C -0.418
73 H 0.272
74 H 0.266
75 H 0.285
76 H 0.255
77 H 0.251
78 H 0.283



(3)
Entry from the OMol25 dataset: a molecular structure, C24H43AuN2OP3S in a non-equilibrium geometry (ωB97M-V/def2-TZVPD).

XYZ file:
```
75
C24H43AuN2OP3S ωB97M-V/def2-TZVPD
Au -1.876 0.093 0.007
P -2.787 0.314 2.528
P -0.699 -1.978 0.361
P -1.346 2.253 -0.743
H -1.334 -1.645 -4.035
C -0.720 -1.063 -4.724
C 0.571 -0.803 -4.472
H 1.076 -1.259 -3.617
C -4.205 -0.806 2.594
C -1.774 0.123 4.025
C -3.494 1.966 2.514
C 0.131 -2.434 -1.183
C 0.685 -1.896 1.552
C -1.575 -3.474 0.884
C -0.605 2.114 -2.386
C -0.147 3.174 0.261
C -2.775 3.356 -0.869
H -1.212 -0.733 -5.641
H 1.182 -0.166 -5.121
H -4.726 -0.607 3.548
H -3.904 -1.867 2.568
H -4.927 -0.623 1.777
H -2.378 0.512 4.855
H -0.811 0.660 3.944
H -1.560 -0.944 4.174
H -4.043 2.109 3.459
H -4.197 2.069 1.671
H -2.697 2.720 2.432
H 0.167 -3.530 -1.287
H 1.155 -2.032 -1.145
H -0.388 -1.995 -2.047
H 0.886 -2.889 1.988
H 0.474 -1.197 2.372
H 1.592 -1.553 1.037
H -0.887 -4.335 0.770
H -2.468 -3.664 0.266
H -1.881 -3.399 1.942
H -0.386 3.102 -2.819
H -1.301 1.564 -3.032
H 0.325 1.533 -2.327
H 0.211 4.065 -0.279
H 0.731 2.555 0.506
H -0.595 3.513 1.207
H -2.506 4.276 -1.408
H -3.142 3.624 0.131
H -3.579 2.846 -1.413
C -4.288 0.146 -2.316
C -5.181 -0.618 -1.483
C -6.544 -0.364 -1.493
C -7.087 0.585 -2.380
C -6.242 1.296 -3.251
C -4.875 1.072 -3.246
O -3.002 0.062 -2.209
H -1.364 0.300 1.663
H -4.718 -1.360 -0.827
H -7.192 -0.929 -0.811
H -8.169 0.758 -2.374
H -6.673 2.023 -3.946
H -4.196 1.602 -3.916
N 1.280 1.676 3.407
C 2.252 1.235 2.540
N 2.266 1.500 1.257
C 3.293 0.843 0.598
C 3.507 0.798 -0.791
C 4.501 -0.042 -1.300
C 5.304 -0.805 -0.435
C 5.099 -0.766 0.952
C 4.085 0.040 1.458
S 3.491 0.141 3.111
H 1.518 1.581 4.388
H 0.822 2.541 3.138
H 2.877 1.415 -1.437
H 4.663 -0.098 -2.379
H 6.093 -1.437 -0.846
H 5.698 -1.346 1.651
```

Results
- Energy above the lowest of the compared OMol25 structures with the same formula, charge and spin: 0.0 kJ/mol
- Charge: +3
- Spin multiplicity: 3
- Frontier orbital gap (alpha / beta): 7.622 / 4.327 eV

Quick look at the Mulliken charges, all values in e:
1 Au 0.919
2 P 0.977
3 P 0.496
4 P 0.735
5 H 0.132
6 C -0.494
7 C -0.354
8 H 0.164
9 C -1.139
10 C -0.894
11 C -1.219
12 C -0.797
13 C -0.919
14 C -1.513
15 C -0.843
16 C -0.323
17 C -1.130
18 H 0.294
19 H 0.279
20 H 0.471
21 H 0.298
22 H 0.303
23 H 0.502
24 H 0.018
25 H 0.403
26 H 0.591
27 H 0.328
28 H 0.264
29 H 0.527
30 H 0.409
31 H -0.250
32 H 0.525
33 H 0.115
34 H 0.142
35 H 0.505
36 H 0.377
37 H 0.373
38 H 0.539
39 H 0.135
40 H 0.039
41 H 0.460
42 H -0.193
43 H 0.307
44 H 0.456
45 H 0.327
46 H 0.195
47 C 0.142
48 C -0.387
49 C -0.635
50 C -0.401
51 C -0.456
52 C -0.220
53 O -0.511
54 H -0.075
55 H 0.645
56 H 0.427
57 H 0.429
58 H 0.425
59 H 0.471
60 N -0.277
61 C 0.182
62 N -0.290
63 C -0.408
64 C -0.322
65 C -0.666
66 C -0.470
67 C -0.521
68 C 1.050
69 S -0.070
70 H 0.313
71 H 0.233
72 H 0.464
73 H 0.469
74 H 0.456
75 H 0.462